Model one:
Computed, not measured: a cluster of 2 separate species, C3H5N2O3 in total, with ωB97M-V/def2-TZVPD.

Last columns: bonded neighbours and bond lengths (Å).
Positions of all 13 atoms, in Å:
1 O 1.90680 0.01567 -1.52593  N4 1.245
2 O -1.46899 2.00223 -0.43734  H3 1.037, C13 1.344
3 H -0.92459 2.50412 0.28901  O2 1.037
4 N 1.73707 0.71200 -0.50746  O1 1.245, N6 1.290, O7 1.277
5 H -0.29977 -2.78099 1.86245  C11 1.095
6 N 0.62253 1.31571 -0.26659  N4 1.290, C13 1.280
7 O 2.71295 1.17461 0.17424  N4 1.277
8 H 0.64022 -1.41083 1.30486  C11 1.068
9 H -2.08743 -1.82577 0.06934  C10 1.033
10 C -1.15683 -1.42619 0.27527  H9 1.033, C11 1.353
11 C -0.30621 -1.89721 1.21570  H5 1.095, H8 1.068, C10 1.353
12 H -0.86207 0.47503 -1.62370  C13 1.094
13 C -0.51367 1.14161 -0.82983  O2 1.344, N6 1.280, H12 1.094

Calculated values
E_HOMO (spin up / spin down)	-2.7 / -2.2	eV
total charge	-1
Kohn-Sham gap (spin up / spin down)	6.3 / 5.6	eV

---

Model two:
Computed, not measured: a cluster of 2 separate species, C3H5N2O3 in total, with ωB97M-V/def2-TZVPD.

Last columns: bonded neighbours and bond lengths (Å).
Positions of all 13 atoms, in Å:
1 O -3.48393 -0.09946 1.66155  C5 1.227
2 C 2.56375 -0.16906 0.27807  O8 1.268, N9 1.489, O13 1.251
3 H -0.07959 0.65014 0.32677  C11 1.097
4 H 1.61334 -1.36571 -1.17321  N9 1.004
5 C -2.86340 0.36398 0.71001  O1 1.227, N6 1.320, H12 1.204
6 N -2.59463 0.55038 -0.56857  C5 1.320
7 H -0.55561 -0.85784 -0.45516  C11 1.080
8 O 3.69111 -0.71280 0.07492  C2 1.268
9 N 1.52231 -0.46151 -0.74586  C2 1.489, H4 1.004, C11 1.505
10 H -0.12331 0.64665 -1.35023  C11 1.070
11 C 0.10419 -0.00615 -0.53324  H3 1.097, H7 1.080, N9 1.505, H10 1.070
12 H -1.87174 1.01926 0.51926  C5 1.204
13 O 2.07752 0.44211 1.25570  C2 1.251

Calculated values
E_HOMO	-4.1	eV
total charge	-1
Kohn-Sham gap	5.5	eV

---

Which structure above is the least stable one? model one is the least stable one.